1:
Molecular formula: C8H31O7
Method: DFT, ωB97M-V with the def2-TZVPD basis set

Properties
HOMO level, eV: -12.97
Gap between HOMO and LUMO, eV: 10.6
Charge: +1

Cartesian coordinates (Å):
O  -0.39893  0.62829  -0.06296
H  0.46097  0.26073  0.25197
H  -0.59470  1.38071  0.52248
H  -1.02203  -0.08834  0.20368
C  2.26496  0.34651  2.30419
O  1.99177  0.97320  0.99746
H  1.57652  0.59749  3.09623
H  3.26345  0.82623  2.49625
H  2.38405  -0.62854  2.02875
H  3.07620  1.21818  0.70410
C  -0.49681  2.99220  2.35521
O  -1.56274  2.44483  1.59680
H  -0.90198  3.39831  3.32909
H  0.01205  3.65410  1.52193
H  0.17495  2.22588  2.46842
H  -2.35220  2.74079  2.00432
C  1.68646  3.29522  -1.68762
O  0.41650  3.21902  -1.07815
H  1.84339  4.27748  -2.27101
H  1.65078  2.33937  -2.31332
H  2.45734  3.23619  -1.00063
H  -0.16577  3.93548  -1.35479
C  -0.89435  -1.72046  2.74759
O  -1.53973  -0.48647  2.62083
H  -1.07377  -2.45380  3.52998
H  0.21935  -1.62283  2.53878
H  -1.23107  -2.54885  2.08155
H  -2.32287  -0.73606  3.00793
C  -3.61159  -0.82748  -1.32906
O  -3.07737  -0.85851  0.01047
H  -4.66152  -0.43462  -1.12272
H  -3.51344  -1.99662  -1.85747
H  -3.14112  -0.08125  -2.04917
H  -3.81376  -0.91174  0.72618
C  -0.17605  -2.79204  -2.60852
C  1.11594  -2.52681  -1.84846
C  2.15784  -1.88256  -2.71176
O  0.91756  -1.70262  -0.70071
H  -0.69364  -2.03022  -3.02887
H  -0.95606  -3.28794  -2.11754
H  0.25373  -3.23564  -3.46956
H  1.52809  -3.46549  -1.45845
H  2.39909  -2.61974  -3.58590
H  3.08226  -1.91192  -2.35242
H  2.02872  -0.91915  -3.12150
H  1.23954  -2.22052  -0.01363



2:
Molecular formula: C8H31O7
Method: DFT, ωB97M-V with the def2-TZVPD basis set

Properties
HOMO level, eV: -12.78
Gap between HOMO and LUMO, eV: 10.5
Charge: +1

Cartesian coordinates (Å):
O  -0.08102  0.03403  -0.34775
H  -0.01240  0.93943  0.47673
H  0.54263  0.16674  -1.00074
H  -0.80017  0.28693  -0.96127
C  -2.25375  -1.63033  0.73073
O  -2.32565  -0.33494  1.15953
H  -1.13478  -1.95239  0.63060
H  -2.79481  -1.76666  -0.24836
H  -2.73119  -2.29217  1.33003
H  -3.12677  -0.23361  1.78018
C  0.57451  -2.16358  -3.35095
O  -0.12881  -1.01832  -2.95908
H  0.10275  -2.93892  -2.83747
H  1.73149  -2.03828  -3.39681
H  0.22041  -2.31798  -4.34218
H  -0.73912  -0.98458  -3.63163
C  1.57596  2.38266  -2.59369
O  1.94150  1.21105  -1.90575
H  2.12064  2.63733  -3.51618
H  1.45775  3.16020  -1.91391
H  0.69237  1.98737  -3.22975
H  2.72539  0.90463  -2.27265
C  -2.08715  2.60298  -1.41591
O  -2.01623  1.38537  -2.09752
H  -2.81661  2.41474  -0.41665
H  -2.61525  3.44107  -1.99605
H  -1.05337  3.07183  -0.96664
H  -2.79314  1.38475  -2.74813
C  -0.93072  2.59423  2.00356
O  0.29797  2.46838  1.19841
H  -1.75986  3.09525  1.59753
H  -0.57876  3.23464  2.81594
H  -1.27038  1.81637  2.38578
H  1.05281  2.59262  1.70177
C  0.85614  -2.33309  3.51428
C  1.82127  -1.59425  2.57828
C  2.25016  -2.58236  1.38214
O  1.31513  -0.43256  2.12405
H  1.05597  -3.39956  3.71901
H  -0.16586  -2.15333  3.19035
H  0.71038  -1.81383  4.48575
H  2.72993  -1.52973  3.20909
H  3.11888  -3.38768  1.52505
H  2.95465  -2.10006  0.69398
H  1.23960  -2.73213  0.88541
H  1.12753  -0.08224  3.03091



Last place for stability: 2